1.
Computed, not measured: a structure of composition C55H135F5N10O25S3V in a non-equilibrium geometry, with ωB97M-V/def2-TZVPD.

## Properties
total charge	0
spin multiplicity	4
orbital gap (spin up / spin down)	8.22 / 8.22	eV
LUMO energy (spin up / spin down)	0.007 / 0.007	hartree
E_HOMO (spin up / spin down)	-0.2950 / -0.2951	hartree

Atoms and positions in Å:
V 0.1664 2.1452 3.0220
N 1.0504 0.9236 1.3370
S 1.3623 -0.6229 1.4634
O 1.6159 -1.2204 0.1792
O 0.5192 -1.2366 2.4170
F 2.7016 -0.6079 2.2453
S 1.3611 1.5538 -0.1082
O 0.5551 1.1021 -1.1271
O 2.7097 1.8429 -0.1779
F 0.7158 2.9837 0.3332
C 2.2363 -0.5732 6.3030
F 1.5262 -1.6950 6.1981
F 2.7225 -0.4550 7.5538
F 3.2618 -0.7862 5.4995
S 1.3760 0.9424 5.7795
O 1.1325 0.6665 4.3582
O 0.2053 0.7313 6.6117
O 2.2520 2.0418 6.0374
C 3.7301 4.5133 -6.6232
O 3.4877 4.4363 -5.1817
C 2.4869 5.2096 -4.7280
C 1.9513 4.7996 -3.3748
N 1.6261 3.3778 -3.2036
C 0.9318 2.7716 -4.3371
C 0.4757 1.3434 -4.3023
O 1.5380 0.4130 -4.4300
C 1.0836 -0.9390 -4.0098
H 3.9157 5.5426 -6.9399
H 2.9306 4.0896 -7.1621
H 4.6833 3.9639 -6.8065
H 1.6784 5.1968 -5.4835
H 2.8486 6.2096 -4.7655
H 1.0275 5.4018 -3.1554
H 2.6479 5.1388 -2.6383
H 2.4940 2.8318 -2.9777
H 1.5293 2.8804 -5.3256
H 0.0536 3.4153 -4.4130
H -0.2230 1.2170 -5.1435
H -0.0926 1.0824 -3.3893
H 0.3312 -1.4296 -4.6787
H 0.5797 -0.8325 -3.0671
H 1.9032 -1.5877 -3.8500
C 3.7069 -2.9785 -4.9631
O 3.2751 -3.2834 -3.6650
C 4.3961 -3.4185 -2.8039
C 3.9591 -3.4902 -1.3113
N 3.4941 -4.7962 -0.9296
C 2.8023 -4.7374 0.3368
C 2.1030 -6.0455 0.6179
O 1.0539 -6.2276 -0.3395
C 0.6746 -7.5953 -0.4896
H 4.2577 -3.8218 -5.4156
H 4.2946 -2.0307 -4.9915
H 2.8226 -2.7575 -5.5973
H 5.1811 -2.6248 -2.9201
H 4.9326 -4.3465 -3.0606
H 3.2165 -2.6884 -1.0950
H 4.8619 -3.1634 -0.7687
H 2.7719 -5.0071 -1.6667
H 2.1083 -3.8045 0.3366
H 3.5494 -4.4979 1.1529
H 1.6787 -6.1024 1.6352
H 2.8500 -6.8578 0.5335
H 0.0074 -7.6368 -1.4135
H 0.0575 -7.9137 0.3112
H 1.5893 -8.1701 -0.6265
C -1.8931 -0.2532 4.2713
O -1.5494 0.7222 3.2573
C -2.4509 0.6280 2.1300
C -2.0718 1.6745 1.1079
N -1.5346 2.8965 1.7108
C -1.6217 4.0439 0.7636
C -3.0168 4.4726 0.4086
O -3.7154 4.7714 1.5629
C -5.1291 4.5033 1.4511
H -2.9746 -0.2888 4.4001
H -1.4159 0.0433 5.1835
H -1.5400 -1.2243 3.9677
H -3.4514 0.7620 2.6105
H -2.3451 -0.3364 1.6507
H -3.0131 1.7771 0.5842
H -1.3757 1.2978 0.3414
H -2.2010 3.2264 2.3757
H -1.1307 3.8184 -0.1564
H -1.0872 4.9096 1.1315
H -3.4888 3.6322 -0.1012
H -3.0333 5.3104 -0.2588
H -5.6237 5.3272 1.9750
H -5.5831 3.5813 1.8462
H -5.3837 4.6487 0.3693
C 5.0751 1.3053 3.9586
O 4.2181 2.4014 3.7194
C 3.7813 2.5597 2.4137
C 2.9358 3.8091 2.3734
N 1.8060 3.6275 3.2459
C 1.1083 4.8696 3.4735
C 0.1864 4.6714 4.6370
O -0.6022 3.5223 4.3485
C -1.3974 3.1313 5.4386
H 5.4240 1.4376 4.9934
H 5.8849 1.2273 3.1905
H 4.5031 0.3939 3.7985
H 3.1870 1.7539 1.9875
H 4.6899 2.5699 1.7465
H 2.5131 3.9325 1.3766
H 3.5168 4.6318 2.6246
H 2.1964 3.2024 4.1542
H 0.7129 5.2542 2.5378
H 1.8457 5.6396 3.7263
H -0.3153 5.6168 4.7379
H 0.7368 4.4635 5.5354
H -2.0869 2.4181 5.0741
H -1.9714 4.0154 5.6776
H -0.8899 2.7708 6.2770
C -0.5916 -4.0989 3.2320
O -1.7065 -3.7981 2.4504
C -1.4683 -3.9877 1.0717
C -2.7366 -3.5987 0.2931
N -3.9252 -4.3219 0.8716
C -3.8427 -5.7438 0.6225
C -4.8983 -6.5388 1.3426
O -4.4688 -6.5836 2.7082
C -5.3583 -7.2236 3.6319
H 0.2366 -3.5030 2.9114
H -0.4040 -5.1460 3.2318
H -0.8232 -3.8576 4.3058
H -1.1370 -5.0049 0.9138
H -0.5549 -3.3706 0.7366
H -2.6595 -3.9170 -0.7876
H -2.8595 -2.4839 0.3300
H -4.0586 -4.1862 1.8844
H -2.8946 -6.2332 0.8588
H -3.9423 -5.8258 -0.4528
H -5.0224 -7.5614 1.0182
H -5.9331 -6.0998 1.2561
H -5.2138 -8.2979 3.5802
H -6.3499 -6.9171 3.4575
H -5.1918 -6.8407 4.6657
C -8.2505 -3.2123 1.9730
O -7.7250 -2.6551 0.7696
C -6.6910 -1.7190 0.9877
C -5.9975 -1.3995 -0.3425
N -5.1235 -0.2327 0.0126
C -5.1011 0.6312 -1.1700
C -4.7157 -0.1279 -2.4597
O -3.4078 -0.5289 -2.4760
C -3.0115 -1.4591 -3.4511
H -7.9740 -4.2547 2.1960
H -9.3417 -3.2386 1.9666
H -7.9472 -2.6346 2.8639
H -5.9641 -2.1358 1.7059
H -7.0538 -0.7476 1.3416
H -6.7979 -1.1149 -1.0009
H -5.4561 -2.3294 -0.7793
H -4.2014 -0.5936 0.1330
H -4.3669 1.3909 -1.0738
H -6.0413 1.1772 -1.2210
H -4.9413 0.5069 -3.3244
H -5.3314 -1.0635 -2.5550
H -3.6493 -2.3589 -3.3885
H -2.0048 -1.8374 -3.2084
H -2.9920 -1.0564 -4.4540
C -0.2743 -3.5979 -2.3422
O -1.0154 -4.2130 -3.4095
C -0.3776 -5.3337 -3.9267
C -1.4030 -6.2018 -4.6323
N -2.4393 -6.6017 -3.7101
C -3.6499 -7.0774 -4.3208
C -4.8019 -7.3249 -3.2797
O -5.3552 -6.0534 -2.9971
C -6.3627 -6.2563 -2.0424
H -0.9522 -3.1007 -1.6837
H 0.4223 -2.8660 -2.7583
H 0.2422 -4.3037 -1.6951
H 0.0058 -5.8251 -2.9980
H 0.4562 -5.1485 -4.6093
H -0.9397 -7.1211 -5.0858
H -1.8030 -5.6733 -5.5481
H -2.6598 -5.7738 -3.1918
H -3.4337 -7.9855 -4.8391
H -3.9910 -6.3479 -4.9850
H -4.3918 -7.7720 -2.3599
H -5.5991 -7.9181 -3.7724
H -7.2046 -6.8371 -2.3468
H -6.7039 -5.2548 -1.7589
H -5.9667 -6.7120 -1.1232
C 6.3891 3.7381 -3.0393
O 6.4007 2.3169 -3.1205
C 5.0848 1.7184 -3.0733
C 5.3159 0.2058 -2.9797
N 6.1098 -0.1592 -1.7931
C 5.3761 -0.0804 -0.5827
C 6.0956 -0.9750 0.4620
O 7.4285 -0.4745 0.5533
C 8.4181 -1.5358 0.7231
H 6.0212 4.2773 -3.9431
H 7.3970 4.1562 -2.9298
H 5.7453 4.0338 -2.2047
H 4.5638 1.9697 -4.0627
H 4.4260 2.0775 -2.2409
H 5.9707 -0.1397 -3.8050
H 4.3534 -0.3324 -3.0395
H 7.0046 0.3376 -1.7316
H 4.3670 -0.5119 -0.7653
H 5.1943 0.9826 -0.2387
H 5.9717 -1.9981 0.0726
H 5.6314 -0.9174 1.4291
H 8.8037 -1.8798 -0.2915
H 7.8428 -2.2921 1.2593
H 9.2372 -1.3206 1.3275
C -1.8917 8.0467 4.9308
O -1.1404 7.8747 3.7444
C -2.1058 7.3603 2.7383
C -1.3938 7.6558 1.3596
N 0.0394 7.2990 1.2939
C 0.6864 7.6737 0.0324
C 2.0922 7.1193 -0.0387
O 2.8629 7.8028 0.9183
C 4.2470 7.5749 0.7562
H -1.2462 8.2097 5.8052
H -2.4336 7.1078 5.1816
H -2.6640 8.9709 4.7904
H -3.0109 7.9845 2.7926
H -2.2844 6.2910 2.9435
H -1.5320 8.6900 1.2143
H -1.9050 7.0130 0.6088
H 0.4278 7.7359 2.1070
H 0.8233 8.7972 0.0251
H 0.0055 7.3258 -0.7626
H 2.6248 7.3188 -1.0079
H 1.9695 6.0190 0.1306
H 4.3847 6.4585 0.7487
H 4.6531 7.9570 1.6872
H 4.5703 7.9950 -0.1820

2.
Computed, not measured: a structure of composition C54H47N9O3RuS3 in a non-equilibrium geometry, with ωB97M-V/def2-TZVPD.

## Properties
total charge	+1
spin multiplicity	6
ΔE to the lowest compared entry with this formula, charge and spin	0.000	eV
orbital gap (spin up / spin down)	4.31 / 6.69	eV
LUMO energy (spin up / spin down)	-0.087 / -0.119	hartree
E_HOMO (spin up / spin down)	-0.2454 / -0.3653	hartree

Atoms and positions in Å:
Ru -14.2587 -16.9364 1.8005
O -7.4594 -14.5411 0.5263
N -7.8562 -15.3740 -0.3258
O -7.1290 -15.8409 -1.2379
C -9.2495 -15.7751 -0.2994
C -9.9437 -15.8564 -1.4778
C -11.3243 -16.1549 -1.5882
C -11.9750 -16.4327 -2.8479
C -13.2539 -16.8699 -2.8364
C -13.9247 -17.0510 -1.5950
N -13.3500 -16.8682 -0.3666
C -12.0539 -16.4122 -0.3971
C -11.4916 -16.0604 0.8483
N -12.2384 -16.1532 1.9279
C -11.6445 -15.9720 3.1258
C -10.2893 -15.7458 3.2855
C -9.4841 -15.5724 2.1962
C -10.0553 -15.7392 0.9075
H -9.4161 -15.5640 -2.4050
H -11.4718 -16.2763 -3.7880
H -13.7335 -17.1257 -3.7917
H -15.0164 -17.1746 -1.6459
H -12.3181 -16.1132 3.9838
H -9.8234 -15.8175 4.2751
H -8.4571 -15.3005 2.2487
N -14.6300 -16.6524 3.7478
S -17.8193 -17.9955 5.6271
N -19.0274 -18.0650 4.3796
S -19.4024 -18.5546 2.8764
N -18.4067 -18.7484 1.6564
S -17.2617 -17.7571 0.9308
N -16.0647 -17.3322 1.7873
C -18.2204 -16.4450 0.0843
C -19.4726 -16.7609 -0.4556
C -20.3190 -15.7074 -0.8930
C -19.7896 -14.4431 -1.0697
C -18.4668 -14.2133 -0.7242
C -17.6719 -15.1774 -0.1006
C -16.9548 -18.9705 -0.3206
C -17.3935 -18.9047 -1.6624
C -17.1940 -19.9516 -2.5365
C -16.5108 -21.0852 -2.0211
C -16.1122 -21.1770 -0.6992
C -16.2653 -20.0750 0.1344
C -19.8930 -20.2926 3.0309
C -19.1685 -21.3304 2.4299
C -19.8059 -22.6122 2.2539
C -21.0390 -22.8438 2.8404
C -21.6793 -21.8659 3.5993
C -21.0689 -20.6036 3.7140
C -20.8513 -17.6524 2.1501
C -21.0097 -16.3376 2.4517
C -22.2715 -15.6998 2.3445
C -23.2784 -16.2991 1.6588
C -23.0744 -17.6073 1.1354
C -21.9246 -18.3420 1.5227
C -18.2867 -19.4088 6.5365
C -17.4051 -20.4882 6.4067
C -17.5638 -21.5063 7.3376
C -18.6326 -21.4635 8.2708
C -19.5934 -20.4751 8.2381
C -19.4150 -19.3906 7.3609
C -18.4167 -16.6105 6.5826
C -18.2031 -16.5929 7.9410
C -18.9800 -15.8541 8.8551
C -20.0095 -15.0537 8.3323
C -20.0597 -14.8637 6.9055
C -19.3342 -15.6457 6.0537
H -19.8880 -17.7915 -0.5008
H -21.3146 -15.9406 -1.2746
H -20.4388 -13.6138 -1.3818
H -18.0119 -13.2186 -1.0365
H -16.6991 -14.8686 0.2568
H -17.9418 -18.0369 -2.0527
H -17.5091 -19.7823 -3.5775
H -16.1961 -21.9082 -2.6958
H -15.6345 -22.0836 -0.2377
H -15.8852 -20.0104 1.1804
H -18.1545 -21.1662 1.9595
H -19.2929 -23.3643 1.6510
H -21.5342 -23.8180 2.7437
H -22.6117 -22.1311 4.1180
H -21.6216 -19.8499 4.2282
H -20.1877 -15.7422 2.9221
H -22.3550 -14.7705 2.8290
H -24.2847 -15.8334 1.5478
H -23.8412 -18.0910 0.5458
H -21.7746 -19.4290 1.3898
H -16.5270 -20.3852 5.7470
H -16.8680 -22.3732 7.4229
H -18.7826 -22.2771 8.9791
H -20.5209 -20.4473 8.8071
H -20.2967 -18.6672 7.2741
H -17.4454 -17.2517 8.3370
H -18.7951 -15.8962 9.9035
H -20.7548 -14.5351 8.9211
H -20.6519 -14.0699 6.4243
H -19.4302 -15.6485 4.9636
C -13.7446 -15.4087 5.9433
O -15.0363 -15.0123 5.3862
C -15.2918 -15.6390 4.1881
C -16.4917 -14.8744 3.7234
H -12.9384 -14.8511 5.5130
H -13.6015 -16.4940 5.8148
H -13.7602 -15.2106 7.0068
H -16.4906 -13.9691 4.3399
H -17.3914 -15.4940 3.9319
H -16.5150 -14.6664 2.6674
N -12.9807 -20.7585 2.9946
C -12.1355 -20.9162 1.8413
C -12.4115 -19.8505 1.0609
N -13.1677 -18.9260 1.7585
C -13.5028 -19.5220 2.9065
H -13.0570 -21.3945 3.7759
H -11.3054 -21.6588 1.7748
H -12.0442 -19.6211 0.0471
H -14.1086 -19.0628 3.6553